(1)
91
Properties=species:S:1:pos:R:3 method="wB97M-V/def2-TZVPD" charge=+2 energy_ev=-85953.7325 max_force_ev_per_a=1.5 orbital_gap_ev="7.84 / 7.83" de_lowest_ev=1.804 e_homo_ev="-12.72 / -12.71" lumo_energy_ev="-4.88 / -4.88"
Pt -0.88 0.52 -0.89
O 1.16 0.38 -1.04
P 2.09 0.15 0.16
C 1.66 -1.41 0.96
P 0.00 -1.33 1.67
O -0.81 -0.21 1.02
C 0.18 -0.94 3.40
C -0.26 0.29 3.86
C -0.13 0.61 5.20
C 0.44 -0.31 6.08
C 0.88 -1.55 5.62
C 0.74 -1.87 4.28
C -0.70 -2.96 1.51
C -2.08 -3.08 1.46
C -2.66 -4.34 1.38
C -1.86 -5.47 1.36
C -0.48 -5.36 1.42
C 0.10 -4.10 1.49
C 3.77 0.01 -0.40
C 4.18 0.87 -1.42
C 5.50 0.84 -1.85
C 6.40 -0.03 -1.26
C 6.00 -0.89 -0.25
C 4.68 -0.87 0.19
C 2.01 1.43 1.40
C 1.15 2.51 1.27
C 1.12 3.50 2.25
C 1.95 3.40 3.35
C 2.82 2.32 3.49
C 2.85 1.34 2.51
H 2.38 -1.65 1.74
H 1.69 -2.18 0.18
H -0.69 1.01 3.17
H -0.46 1.57 5.57
H 0.55 -0.06 7.13
H 1.31 -2.26 6.31
H 1.06 -2.84 3.93
H -2.70 -2.19 1.46
H -3.74 -4.43 1.33
H -2.32 -6.45 1.31
H 0.14 -6.24 1.42
H 1.18 -4.03 1.54
H 3.47 1.54 -1.89
H 5.82 1.50 -2.65
H 7.43 -0.05 -1.60
H 6.71 -1.57 0.20
H 4.38 -1.55 0.97
H 0.50 2.59 0.41
H 0.45 4.34 2.14
H 1.93 4.17 4.11
H 3.47 2.25 4.35
H 3.54 0.51 2.62
N -5.81 0.30 -0.70
C -5.03 1.42 -0.03
C -3.55 1.17 -0.31
O -2.73 1.98 0.10
O -3.29 0.11 -0.96
H -6.39 0.64 -1.47
H -6.40 -0.22 -0.06
H -5.03 -0.29 -1.08
H -5.22 1.40 1.04
H -5.35 2.38 -0.42
N -0.89 1.98 -2.31
C -0.87 3.11 -2.51
C -0.84 4.53 -2.77
C -1.54 5.37 -1.89
C -1.51 6.73 -2.11
C -0.80 7.24 -3.20
C -0.12 6.40 -4.06
C -0.13 5.03 -3.85
H -2.08 4.94 -1.06
H -2.04 7.40 -1.45
H -0.78 8.31 -3.37
H 0.43 6.80 -4.90
H 0.39 4.36 -4.52
C -1.92 -4.51 -2.68
C -0.47 -4.35 -2.25
S 0.14 -2.67 -2.18
O -0.84 -1.92 -1.28
C -0.12 -2.10 -3.88
C -1.47 -1.45 -4.13
H -2.26 -5.52 -2.43
H -2.04 -4.38 -3.76
H -2.56 -3.80 -2.16
H 0.23 -4.89 -2.89
H -0.33 -4.69 -1.22
H 0.04 -2.98 -4.51
H 0.70 -1.41 -4.06
H -2.28 -2.18 -4.18
H -1.43 -0.93 -5.09
H -1.73 -0.73 -3.36


(2)
91
Properties=species:S:1:pos:R:3 method="wB97M-V/def2-TZVPD" charge=+1 energy_ev=-75534.3964 max_force_ev_per_a=4.9 orbital_gap_ev=7.31 de_lowest_ev=0.176 e_homo_ev=-10.46 lumo_energy_ev=-3.15
Hf 13.88 13.56 13.44
C 18.69 17.79 17.11
C 17.96 16.78 16.26
C 17.84 15.47 16.82
C 17.09 14.41 16.30
C 17.14 12.99 16.91
N 17.41 11.99 15.83
C 16.47 10.96 15.69
C 16.11 10.03 16.78
C 14.78 9.45 16.69
N 13.81 10.41 16.95
C 12.72 10.65 16.37
C 11.93 11.86 16.73
C 11.27 11.98 17.94
C 10.89 13.17 18.54
C 10.22 13.34 19.84
C 11.30 14.32 17.84
C 11.91 14.31 16.59
C 12.23 15.59 15.97
N 12.31 15.77 14.69
C 12.77 17.16 14.34
C 12.95 17.54 12.89
C 13.89 16.60 12.04
N 14.69 15.71 12.91
C 15.68 16.35 13.40
C 16.32 15.98 14.63
C 17.15 17.00 15.13
C 16.34 14.69 15.17
O 15.53 13.70 14.68
C 12.27 13.00 16.12
O 13.02 12.83 14.98
H 18.70 17.35 18.20
H 18.23 18.80 17.14
H 19.72 17.72 16.75
H 18.27 15.29 17.81
H 17.72 12.88 17.83
H 18.28 11.67 16.19
H 16.45 10.27 14.72
H 15.51 11.49 15.49
H 16.13 10.38 17.81
H 16.92 9.25 16.86
H 14.61 8.62 17.37
H 14.70 9.09 15.70
H 16.14 12.55 17.38
H 12.39 9.98 15.58
H 11.09 10.99 18.36
H 11.00 13.43 20.60
H 9.75 12.43 20.05
H 9.65 14.29 19.85
H 11.10 15.38 18.20
H 12.49 16.41 16.65
H 13.73 17.35 14.91
H 11.94 17.86 14.74
H 13.43 18.55 12.90
H 11.92 17.71 12.38
H 14.53 17.29 11.39
H 13.26 16.02 11.38
H 16.05 17.27 13.00
H 17.05 18.08 14.74
O 12.69 11.91 9.93
Cl 12.35 12.81 10.95
O 11.30 13.64 10.57
O 12.17 12.26 12.26
O 13.57 13.71 11.17
C 11.92 14.83 13.66
H 11.59 15.44 12.84
H 11.08 14.14 14.00
N 17.22 8.46 9.27
C 17.28 7.15 8.86
C 17.99 6.59 7.76
C 17.71 5.22 7.48
C 16.75 4.55 8.16
C 16.05 5.14 9.24
C 16.27 6.42 9.56
N 15.67 7.32 10.48
C 16.27 8.46 10.29
C 15.84 9.58 11.06
C 16.52 10.80 11.11
C 16.06 11.75 12.08
N 14.94 11.63 12.74
C 14.27 10.42 12.70
C 14.75 9.41 11.95
H 17.81 9.20 9.01
H 18.69 7.08 7.19
H 18.12 4.62 6.71
H 16.58 3.47 7.89
H 15.25 4.59 9.71
H 17.46 10.92 10.62
H 16.50 12.73 12.14
H 13.42 10.37 13.33
H 14.17 8.46 11.89


(3)
82
Properties=species:S:1:pos:R:3 method="wB97M-V/def2-TZVPD" charge=-1 energy_ev=-78958.5188 max_force_ev_per_a=0.6 orbital_gap_ev="6.85 / 6.77" s_squared=2.007 e_homo_ev="-4.55 / -4.54" lumo_energy_ev="2.30 / 2.23" multiplicity=3
Pd 0.08 -0.47 0.02
C 3.25 0.52 -0.28
C 2.09 1.35 0.14
N 1.51 1.06 1.25
N 0.69 2.05 1.78
C -0.54 1.84 2.01
S -1.49 0.43 1.66
S -1.46 3.16 2.79
C -0.39 4.59 2.46
C 0.61 4.89 3.54
C 1.96 4.57 3.37
C 2.89 4.88 4.36
C 2.48 5.51 5.53
C 1.14 5.83 5.71
C 0.22 5.52 4.72
C 1.63 2.49 -0.68
C 2.37 3.67 -0.80
C 1.88 4.75 -1.51
C 0.64 4.63 -2.14
C -0.09 3.46 -2.05
C 0.37 2.34 -1.32
O -0.31 1.23 -1.29
H 3.22 -0.46 0.21
H 4.18 1.03 0.01
H 3.27 0.39 -1.37
H -1.08 5.42 2.34
H 0.10 4.40 1.50
H 2.27 4.07 2.46
H 3.93 4.63 4.21
H 3.21 5.76 6.30
H 0.81 6.32 6.61
H -0.83 5.76 4.86
H 3.32 3.73 -0.28
H 2.46 5.67 -1.58
H 0.24 5.47 -2.70
H -1.05 3.36 -2.55
C -4.17 -1.69 0.98
C -4.30 -1.70 -0.53
S -3.07 -0.59 -1.27
O -1.78 -1.34 -1.13
C -3.53 -0.85 -2.99
C -4.84 -0.18 -3.40
H -4.78 -2.49 1.42
H -4.49 -0.74 1.41
H -3.13 -1.86 1.29
H -5.28 -1.37 -0.87
H -4.07 -2.68 -0.95
H -3.53 -1.93 -3.14
H -2.68 -0.43 -3.53
H -5.68 -0.52 -2.79
H -5.07 -0.43 -4.44
H -4.77 0.90 -3.32
C 3.54 -2.56 -2.42
C 2.14 -2.72 -3.04
C 1.51 -1.36 -3.36
C 1.24 -3.59 -2.17
C 0.78 -4.79 -2.70
C -0.05 -5.64 -1.99
C -0.47 -5.26 -0.72
C -0.06 -4.05 -0.16
C -0.54 -3.61 1.21
C 0.54 -3.82 2.27
C -1.85 -4.27 1.64
C 0.84 -3.21 -0.87
O 1.32 -2.12 -0.27
H 4.17 -1.94 -3.06
H 4.01 -3.54 -2.30
H 3.46 -2.10 -1.44
H 2.26 -3.25 -3.99
H 1.25 -0.82 -2.46
H 0.59 -1.50 -3.94
H 2.20 -0.74 -3.94
H 1.10 -5.07 -3.70
H -0.38 -6.58 -2.42
H -1.13 -5.91 -0.16
H -0.72 -2.54 1.15
H 0.75 -4.89 2.38
H 0.21 -3.43 3.24
H 1.46 -3.31 1.98
H -1.70 -5.32 1.89
H -2.61 -4.21 0.84
H -2.24 -3.77 2.53


(4)
69
Properties=species:S:1:pos:R:3 method="wB97M-V/def2-TZVPD" charge=+1 energy_ev=-86247.8382 max_force_ev_per_a=0.2 orbital_gap_ev="6.75 / 5.71" de_lowest_ev=4.158 s_squared=6.070 e_homo_ev="-9.95 / -10.17" lumo_energy_ev="-3.20 / -4.46" multiplicity=5
Cr -0.49 -0.94 0.30
C -1.37 0.08 3.77
C -0.07 -0.27 3.11
C 0.36 0.41 2.00
C 1.71 0.15 1.36
C 2.47 -0.95 2.02
C 2.00 -1.59 3.12
C 0.73 -1.29 3.67
H -1.17 0.56 4.74
H -1.95 -0.82 3.98
H -1.96 0.77 3.17
H -0.17 1.31 1.68
H 2.33 1.06 1.36
H 3.44 -1.20 1.61
H 2.59 -2.37 3.58
H 0.37 -1.84 4.52
S -6.32 3.21 -1.60
N -6.28 1.90 -0.67
C -5.02 1.51 -0.63
C -4.52 0.37 0.11
C -5.29 -0.49 0.89
C -4.67 -1.55 1.54
C -3.30 -1.72 1.40
N -2.55 -0.91 0.66
C -3.15 0.13 0.02
C -2.27 0.96 -0.77
N -0.97 0.60 -0.72
C -0.03 1.10 -1.70
C -0.44 2.48 -2.16
C -1.72 2.88 -2.09
C -2.73 2.05 -1.46
C -4.13 2.33 -1.40
N -4.76 3.34 -1.99
H -6.35 -0.33 0.98
H -5.23 -2.23 2.15
H -2.78 -2.54 1.89
H 0.04 0.41 -2.56
H 0.30 3.13 -2.61
H -2.01 3.85 -2.48
C 5.33 1.85 -1.96
C 4.09 2.59 -2.46
C 3.57 3.58 -1.42
C 3.00 1.60 -2.90
N 2.48 0.78 -1.82
C 1.34 1.04 -0.97
N 1.40 -0.17 -0.10
N 2.40 -1.05 -0.70
N 2.94 -0.45 -1.64
H 6.12 2.56 -1.73
H 5.70 1.15 -2.70
H 5.10 1.30 -1.04
H 4.36 3.14 -3.36
H 3.39 3.08 -0.47
H 2.65 4.07 -1.75
H 4.32 4.35 -1.24
H 3.40 0.92 -3.65
H 2.16 2.13 -3.36
H 1.47 1.95 -0.37
O 0.16 -4.10 2.83
C 0.10 -4.06 1.63
C 0.20 -5.25 0.68
C -0.03 -4.66 -0.72
C -0.23 -3.21 -0.41
O -0.52 -2.27 -1.20
N -0.11 -2.90 0.88
H -0.53 -6.00 0.97
H 1.19 -5.70 0.80
H -0.91 -5.06 -1.23
H 0.82 -4.77 -1.39


(5)
37
Properties=species:S:1:pos:R:3 method="wB97M-V/def2-TZVPD" energy_ev=-33922.6105 max_force_ev_per_a=1.1 orbital_gap_ev=9.55 de_lowest_ev=0.651 e_homo_ev=-9.67 lumo_energy_ev=-0.12
Xe 15.03 0.62 14.45
O 17.21 3.35 15.28
H 17.92 3.00 15.82
H 17.31 4.30 15.34
O 17.17 3.05 12.55
H 17.25 3.23 13.49
H 17.79 3.65 12.13
O 13.96 -1.26 11.22
H 13.33 -0.54 11.20
H 13.64 -1.84 11.91
O 15.27 2.67 17.64
H 15.33 2.51 16.70
H 15.00 1.83 18.02
O 13.47 -1.17 17.61
H 12.93 -0.39 17.59
H 14.22 -0.94 18.16
O 12.48 -2.43 13.51
H 11.83 -1.83 13.86
H 13.00 -2.70 14.27
O 16.33 -0.10 10.43
H 16.82 0.15 11.21
H 15.56 -0.55 10.78
O 18.77 -0.44 15.06
H 18.50 -0.43 14.14
H 19.64 -0.83 15.06
O 11.46 1.83 13.28
H 10.90 1.99 12.52
H 11.77 2.70 13.53
O 11.94 1.11 17.08
H 11.67 1.12 16.16
H 12.03 2.03 17.32
O 17.98 0.41 12.52
H 18.79 0.33 12.02
H 17.80 1.35 12.55
O 14.34 3.36 12.27
H 14.34 3.91 11.49
H 15.26 3.24 12.48


(6)
89
Properties=species:S:1:pos:R:3 method="wB97M-V/def2-TZVPD" charge=-1 energy_ev=-185126.7901 max_force_ev_per_a=1.6 orbital_gap_ev="6.93 / 6.30" de_lowest_ev=0.349 s_squared=3.846 e_homo_ev="-4.50 / -4.20" lumo_energy_ev="2.43 / 2.11" multiplicity=4
Mn 0.93 -1.33 -0.97
O 3.54 -2.48 -2.78
S 3.46 -1.40 -1.84
O 4.70 -0.74 -1.55
O 2.31 -0.45 -2.09
C 2.92 -2.14 -0.26
C 3.19 -3.51 -0.13
C 3.49 -4.07 1.09
C 3.59 -3.29 2.23
C 3.35 -1.93 2.16
C 3.03 -1.35 0.94
S 2.65 0.38 0.98
O 3.30 1.18 0.00
O 2.77 0.81 2.35
O 1.08 0.36 0.66
H 3.19 -4.10 -1.04
H 3.69 -5.14 1.15
H 3.87 -3.73 3.18
H 3.42 -1.29 3.03
C 2.28 -1.19 -5.24
Ge 0.67 -1.71 -4.25
C -0.25 -2.89 -5.55
C -0.45 -0.09 -4.21
C 0.55 -2.61 -2.51
H 1.97 -0.96 -6.26
H 3.01 -1.99 -5.25
H 2.74 -0.31 -4.78
H -0.39 -2.37 -6.51
H -1.24 -3.19 -5.17
H 0.34 -3.80 -5.74
H -0.23 0.54 -5.08
H -0.26 0.48 -3.30
H -1.51 -0.35 -4.23
H 1.26 -3.44 -2.51
H -0.46 -3.03 -2.47
O -0.58 -2.22 0.15
C -1.48 -1.59 -0.48
O -1.21 -0.60 -1.19
C -2.89 -2.10 -0.39
C -3.79 -1.81 -1.41
C -5.10 -2.27 -1.32
C -5.51 -3.00 -0.22
C -4.61 -3.31 0.79
C -3.29 -2.87 0.70
H -3.45 -1.22 -2.25
H -5.80 -2.04 -2.12
H -6.54 -3.34 -0.15
H -4.92 -3.89 1.65
H -2.57 -3.11 1.46
C 0.76 5.13 2.11
Si 1.60 3.67 1.25
C 3.31 3.67 1.98
C 1.71 4.06 -0.57
Si 0.21 1.75 1.48
Si -0.37 0.74 3.53
C -1.55 -0.66 3.19
C 0.99 -0.01 4.56
C -1.26 1.98 4.63
Si -1.78 2.11 0.25
C -3.20 0.89 0.32
C -1.61 2.67 -1.52
C -2.48 3.58 1.22
H 1.52 5.89 2.31
H 0.31 4.85 3.07
H -0.02 5.59 1.50
H 3.71 4.68 1.90
H 3.96 2.97 1.46
H 3.29 3.38 3.04
H 2.40 4.90 -0.72
H 0.74 4.31 -0.99
H 2.11 3.19 -1.11
H -1.20 -1.27 2.34
H -2.56 -0.31 2.97
H -1.59 -1.30 4.08
H 1.32 -0.95 4.10
H 0.59 -0.23 5.55
H 1.87 0.63 4.65
H -2.21 2.29 4.18
H -0.66 2.88 4.81
H -1.48 1.51 5.60
H -3.24 0.32 -0.61
H -4.12 1.47 0.42
H -3.14 0.18 1.14
H -0.87 2.07 -2.06
H -1.33 3.72 -1.59
H -2.58 2.53 -2.02
H -2.54 3.37 2.30
H -3.50 3.81 0.87
H -1.89 4.48 1.11